C24H44N6O8 | the ωB97M-V functional and the def2-TZVPD basis

Each line ends with the Löwdin charge.
Geometry (Å):
O (-1.28, -1.00, 0.59)  0.122
O (2.45, 1.44, 5.30)  0.000
O (-2.54, -4.29, -0.51)  -0.010
O (1.16, 3.03, 2.59)  0.091
O (-1.68, -7.56, -5.47)  0.002
O (-2.51, 1.38, 0.22)  0.103
O (4.23, 6.22, 2.15)  0.005
O (-0.81, 6.61, -0.71)  0.002
N (-3.49, -8.75, -6.17)  -0.199
N (1.22, -3.31, 2.09)  0.133
N (4.39, 0.82, 6.29)  -0.197
N (-1.90, -4.42, -2.68)  -0.189
N (2.21, 7.20, 1.82)  -0.188
N (-0.07, 6.55, -2.85)  -0.197
C (-4.41, -9.08, -7.24)  -0.058
C (-1.46, 1.27, 1.04)  -0.247
C (-0.82, 2.34, 1.53)  0.081
C (-3.66, -9.37, -4.87)  -0.037
C (-0.95, 7.63, -3.25)  -0.040
C (-2.76, -3.31, -3.06)  -0.038
C (0.81, 5.94, -3.83)  -0.056
C (1.41, 8.41, 1.83)  -0.058
C (-0.10, 6.14, -1.57)  -0.355
C (5.84, 0.87, 6.31)  -0.057
C (0.07, -2.85, 2.40)  -0.416
C (0.36, 2.12, 2.39)  -0.349
C (-1.19, -3.54, 1.98)  -0.055
C (0.05, -1.61, 3.25)  -0.085
C (-1.88, -4.80, -1.40)  -0.342
C (3.51, 7.20, 2.15)  -0.370
C (1.57, 5.94, 1.44)  -0.040
C (-2.48, -7.87, -6.34)  -0.346
C (0.53, 0.79, 3.01)  0.083
C (3.66, 1.45, 5.36)  -0.325
C (-1.08, -5.07, -3.70)  -0.051
C (-0.97, -0.10, 1.36)  -0.237
C (3.69, 0.06, 7.32)  -0.040
C (-0.12, -0.29, 2.54)  -0.106
H (0.60, 5.31, -1.36)  0.129
H (-4.51, -10.05, -4.89)  0.085
H (-0.80, -1.71, 3.93)  0.128
H (2.03, 9.25, 2.14)  0.078
H (-3.82, -8.61, -4.11)  0.093
H (-1.42, -3.33, 0.95)  0.032
H (-0.50, -5.87, -3.26)  0.085
H (-0.40, -4.34, -4.14)  0.092
H (-4.14, -8.53, -8.14)  0.082
H (-5.43, -8.82, -6.95)  0.090
H (0.22, 5.51, -4.65)  0.089
H (1.65, 5.23, 2.25)  0.068
H (-4.36, -10.15, -7.45)  0.090
H (4.27, 2.00, 4.63)  0.143
H (6.25, -0.14, 6.22)  0.089
H (-2.76, -9.93, -4.60)  0.093
H (1.49, 6.69, -4.24)  0.089
H (0.52, 6.12, 1.20)  0.067
H (1.21, 0.75, 3.85)  0.093
H (1.11, -4.16, 1.54)  0.045
H (3.09, -0.73, 6.86)  0.090
H (6.19, 1.31, 7.25)  0.089
H (-2.92, 0.51, 0.12)  0.113
H (3.03, 0.71, 7.88)  0.092
H (2.08, 5.53, 0.56)  0.089
H (3.88, 8.20, 2.42)  0.127
H (-2.66, -3.12, -4.12)  0.085
H (-2.06, -3.24, 2.55)  0.083
H (-0.73, 8.52, -2.67)  0.091
H (-1.72, -5.48, -4.47)  0.061
H (0.58, 8.30, 2.54)  0.091
H (0.93, -1.55, 3.87)  0.114
H (-0.81, 7.84, -4.31)  0.084
H (1.01, 8.60, 0.84)  0.082
H (-2.43, -7.45, -7.36)  0.135
H (-3.80, -3.55, -2.82)  0.091
H (1.39, 5.15, -3.37)  0.084
H (-1.07, -4.62, 2.05)  0.082
H (-1.14, 3.34, 1.30)  0.130
H (-1.19, -5.64, -1.20)  0.138
H (6.20, 1.48, 5.48)  0.084
H (-2.48, -2.42, -2.50)  0.090
H (-1.99, 7.35, -3.07)  0.093
H (4.42, -0.39, 7.99)  0.084

Results
E_tot ... -50920.914 eV
Strongest force on any atom ... 1.243 eV/A
SMILES string ... [H]/N=C(\C)CC1=CC(=O)C=C(O)C1=O.CN(C)C=O.CN(C)C=O.CN(C)C=O.CN(C)C=O.CN(C)C=O
HOMO-LUMO gap ... 7.879 eV